Entry 1:
C21H21CdN5O8S4 as an isolated structure. Source: the Open Molecules 2025 dataset; level of theory: ωB97M-V/def2-TZVPD.

Last column: Mulliken charge in e.
Positions of all 60 atoms, in Å:
Cd (0.26380, -1.12655, -1.28415)  2.403
N (-1.71690, -4.63448, -3.22610)  -0.562
C (-1.15441, -3.95761, -2.14945)  0.373
S (0.50699, -3.49663, -2.31786)  -0.563
N (-1.92452, -3.83150, -1.11371)  -1.045
N (-1.39979, -3.08375, -0.07906)  1.058
C (-1.69117, -3.51828, 1.08102)  -1.364
C (-1.32989, -2.84499, 2.33018)  0.647
C (-1.15843, -3.62050, 3.47613)  -0.723
C (-0.77607, -3.06185, 4.68343)  -0.655
C (-0.55549, -1.69345, 4.75622)  -0.715
C (-0.74609, -0.89262, 3.64236)  -0.553
C (-1.15570, -1.46200, 2.44666)  0.466
O (-1.39124, -0.73764, 1.31510)  0.412
H (-1.24810, -4.42334, -4.09293)  0.229
H (-2.72274, -4.54409, -3.26047)  0.245
H (-2.22256, -4.47079, 1.17927)  0.227
H (-1.31147, -4.69057, 3.39712)  0.394
H (-0.63028, -3.69047, 5.55239)  0.366
H (-0.21769, -1.24321, 5.68012)  0.369
H (-0.55796, 0.17018, 3.67788)  0.383
C (-3.52490, 0.77709, 1.23558)  -0.972
C (-4.03483, -0.26775, 0.24415)  -0.588
S (-3.16180, -0.46439, -1.32622)  -0.111
C (-2.94527, 1.22034, -1.93944)  -0.086
C (-2.04339, 1.12367, -3.16973)  -1.007
S (-0.28861, 0.76844, -2.84952)  -0.403
C (0.53580, 3.39481, -0.26099)  -0.082
C (-0.39260, 4.14793, 0.30310)  -0.614
S (-1.73130, 0.87828, 1.39858)  -0.032
H (-3.99338, 0.59041, 2.20608)  0.442
H (-3.80790, 1.78667, 0.92424)  0.415
H (-5.09975, -0.08148, 0.07133)  0.574
H (-3.94869, -1.25640, 0.69904)  0.193
H (-2.44827, 1.82755, -1.18074)  -0.048
H (-3.91066, 1.66539, -2.20304)  0.390
H (-2.06899, 2.08698, -3.68563)  0.337
H (-2.45681, 0.38278, -3.86142)  0.347
H (0.55576, 3.20710, -1.32472)  0.120
H (1.29409, 2.89948, 0.32689)  0.007
H (-1.16332, 4.63148, -0.28614)  0.283
H (-0.43031, 4.29769, 1.37507)  0.275
O (2.75625, -0.42785, 2.22317)  -0.769
C (2.31461, -0.30552, 1.07859)  -0.125
O (1.20749, -0.79444, 0.67960)  -1.069
C (3.10254, 0.57100, 0.10833)  0.622
C (3.83632, 1.58007, 0.66663)  -0.285
C (4.49688, 2.52999, -0.12724)  -0.430
C (4.43412, 2.44906, -1.50897)  -0.396
C (3.76197, 1.39830, -2.08585)  -0.209
C (3.06212, 0.37729, -1.33484)  0.484
O (2.49689, -0.59176, -1.87902)  -1.155
N (3.82941, 1.33417, -3.54045)  1.014
O (3.89053, 2.39739, -4.15171)  -0.663
O (3.86248, 0.24809, -4.08137)  -0.575
N (5.24372, 3.58987, 0.48123)  1.043
O (5.29388, 3.64747, 1.70612)  -0.682
O (5.80889, 4.40944, -0.24075)  -0.697
H (3.87996, 1.64369, 1.74462)  0.503
H (4.92675, 3.18180, -2.12870)  0.557

- net charge = -2
- highest occupied orbital energy (eV) = -2.459



Entry 2:
A 2-piece molecular cluster, CCl3O2Si overall. Source: the Open Molecules 2025 dataset; level of theory: ωB97M-V/def2-TZVPD.

Last column: Mulliken charge in e.
Positions of all 7 atoms, in Å:
C (0.26548, -2.11188, -2.02520)  0.695
O (-0.73744, -1.67925, -2.36923)  -0.348
O (1.22498, -2.59624, -1.65959)  -0.346
Si (-0.76551, 1.60312, 2.10011)  -0.106
Cl (-0.32118, -0.15972, 1.04771)  -0.228
Cl (-0.99907, 2.93034, 0.40893)  -0.329
Cl (1.33274, 2.01363, 2.49727)  -0.338

- net charge = -1
- highest occupied orbital energy (eV) = -3.699



Entry 3:
A 14-piece molecular cluster, C4H37N3O13 overall. Source: the Open Molecules 2025 dataset; level of theory: ωB97M-V/def2-TZVPD.

Last column: Mulliken charge in e.
Positions of all 57 atoms, in Å:
C (-3.12699, -2.49829, -1.49793)  -1.376
C (-2.69291, -1.09747, -1.16829)  0.100
C (-1.38098, -0.78236, -1.93074)  -0.988
N (-0.63039, 0.43984, -1.50636)  0.639
C (-1.13640, 1.60538, -2.03049)  -0.302
N (-0.84741, 2.11806, -3.25994)  -0.303
N (-1.89864, 2.26136, -1.22200)  -0.417
H (-3.16120, -2.59021, -2.61428)  0.308
H (-2.63403, -3.32446, -1.03030)  0.322
H (-4.20067, -2.63394, -1.34596)  0.406
H (-3.37127, -0.22935, -1.25210)  0.344
H (-2.32062, -1.24159, -0.15393)  0.058
H (-1.58372, -0.53315, -2.97386)  0.412
H (-0.81071, -1.69019, -2.04082)  0.396
H (-0.43244, 0.44195, -0.49354)  0.066
H (-1.31923, 2.96011, -3.53306)  0.213
H (-0.23186, 1.71247, -3.95488)  0.197
H (-2.23823, 3.18923, -1.29328)  0.142
H (3.31854, 0.73704, 1.35456)  0.366
H (3.19719, 0.79380, -0.10129)  0.473
O (3.82263, 0.41613, 0.59795)  -0.685
H (0.14008, -2.94758, 3.19371)  0.310
H (-0.96901, -1.85665, 3.10417)  0.335
O (-0.74639, -2.68902, 3.52788)  -0.676
H (1.92734, 2.41663, 1.35265)  0.383
H (0.56010, 1.73161, 1.52268)  0.150
O (1.43436, 1.58377, 1.16508)  -0.672
H (3.97007, -2.78989, -0.02370)  0.258
H (3.79073, -1.31109, 0.56851)  0.463
O (3.52731, -2.27674, 0.65458)  -0.704
H (-0.51925, 2.97408, 1.09179)  0.288
H (-0.56221, 4.04211, 2.21914)  0.332
O (-0.03481, 3.69848, 1.49196)  -0.619
H (2.02111, -2.52810, 1.95038)  0.423
H (3.23915, -2.05752, 2.68724)  0.299
O (2.26545, -2.04421, 2.75062)  -0.655
H (1.73094, -1.69244, -1.78927)  0.175
H (1.87046, -1.27582, -3.29763)  0.431
O (1.87141, -2.03727, -2.68211)  -0.623
H (-3.54545, 2.65151, 0.51444)  0.341
H (-2.83945, 1.32101, 0.46690)  0.364
O (-3.54939, 1.78640, 0.92507)  -0.741
H (-2.68754, 2.20756, 2.49497)  0.375
H (-2.20613, 1.11398, 3.31839)  0.270
O (-2.10173, 2.07514, 3.25629)  -0.639
H (1.63975, -3.16175, -0.34571)  0.285
H (0.46591, -3.81395, 0.32645)  0.267
O (0.84130, -2.93495, 0.20927)  -0.583
H (2.97706, 0.52053, -3.24714)  0.320
H (1.45594, 0.47582, -2.85500)  0.221
O (2.07309, 0.70011, -3.55088)  -0.697
H (-0.98034, -1.16397, 4.96804)  0.345
H (0.12164, -0.13082, 4.44772)  0.313
O (-0.74578, -0.24033, 4.85086)  -0.646
H (1.99819, 2.08653, -0.71606)  0.274
H (2.54848, 3.17380, -1.77197)  0.302
O (2.69690, 2.33866, -1.32879)  -0.644

- net charge = 0
- highest occupied orbital energy (eV) = -9.811



Entry 4:
C4H8N2O as an isolated structure. Source: the Open Molecules 2025 dataset; level of theory: ωB97M-V/def2-TZVPD.

Last column: Mulliken charge in e.
Positions of all 15 atoms, in Å:
C (-0.10034, 0.44770, -1.13598)  -0.651
C (0.18841, 0.79615, 1.44514)  -1.195
C (-0.82936, 0.16999, 0.20266)  0.688
N (1.26126, -0.00789, -1.13152)  -0.434
C (-0.78881, -1.80920, 0.39915)  0.010
N (0.12648, -1.84252, 1.14531)  -0.319
O (-2.01065, 0.45529, 0.34074)  -0.599
H (1.97399, 0.63313, -1.46340)  0.195
H (1.41699, -0.87437, -1.63370)  0.196
H (-1.56520, -2.39435, -0.05795)  0.369
H (-0.18504, 1.52685, -1.29174)  0.399
H (-0.70549, -0.05822, -1.89858)  0.292
H (1.09151, 0.27777, 1.75953)  0.337
H (0.49923, 1.71935, 0.96532)  0.372
H (-0.37297, 0.96033, 2.35502)  0.340

- net charge = 0
- highest occupied orbital energy (eV) = -8.779



Entry 5:
A 3-piece molecular cluster, C5H8N2O3 overall. Source: the Open Molecules 2025 dataset; level of theory: ωB97M-V/def2-TZVPD.

Last column: Mulliken charge in e.
Positions of all 18 atoms, in Å:
C (-0.17163, 2.11849, -0.39053)  -0.114
C (2.61653, -0.42630, -2.36302)  0.752
C (-1.41080, -1.28257, -0.82540)  -1.128
C (-0.69382, -0.02165, -0.49079)  0.851
C (0.58846, 0.16797, 0.00107)  -0.589
N (0.81743, 1.52252, 0.10832)  -0.390
N (-0.41536, 0.09481, 2.95372)  -0.631
O (3.40462, 0.36919, -2.64239)  -0.377
O (1.90975, -1.29402, -2.16051)  -0.346
O (-1.24621, 1.17788, -0.79679)  -0.398
H (-0.37124, 3.14821, -0.46267)  0.436
H (-0.74707, -1.80687, -1.39968)  0.278
H (-2.27703, -0.94799, -1.35941)  0.357
H (-1.75759, -1.93424, 0.09436)  0.221
H (1.53857, -0.35274, 0.12556)  0.443
H (-1.38123, 0.33750, 3.19867)  0.217
H (0.04757, -0.02094, 3.84825)  0.222
H (-0.45097, -0.84926, 2.56125)  0.198

- net charge = 0
- highest occupied orbital energy (eV) = -8.598
- SMILES = Cc1cnco1.O=C=O.N



Entry 6:
One molecule with the formula C22H24N2O4. Source: the Open Molecules 2025 dataset; level of theory: ωB97M-V/def2-TZVPD.

Last column: Mulliken charge in e.
Positions of all 52 atoms, in Å:
C (-4.87331, -0.04337, -2.94952)  -1.229
C (-4.49314, 0.59821, -1.62837)  -0.277
H (-5.32283, 0.56673, -0.91316)  0.337
H (-4.20226, 1.64610, -1.76194)  0.305
O (-3.38443, -0.11880, -1.08389)  -0.304
C (-2.95016, 0.30506, 0.11719)  0.141
O (-3.48064, 1.23482, 0.68822)  -0.658
C (-1.78269, -0.39488, 0.66031)  0.488
C (-1.25823, -1.58682, 0.28727)  1.070
N (-0.16595, -2.10299, 0.95988)  0.307
C (0.21870, -1.62732, 2.21751)  0.233
O (1.03426, -2.21660, 2.89845)  -0.674
N (-0.42513, -0.52321, 2.64445)  -0.115
H (-0.11632, -0.17134, 3.53822)  0.311
C (-1.12230, 0.39397, 1.77447)  -0.266
C (-0.21579, 1.44998, 1.16729)  -0.199
C (-0.64788, 2.76843, 1.06707)  -0.314
C (0.14717, 3.72449, 0.47368)  -0.839
C (1.40285, 3.38736, -0.03522)  1.024
C (1.83811, 2.07116, 0.06077)  -0.618
C (1.02806, 1.11876, 0.65496)  -0.173
H (1.38947, 0.10349, 0.71406)  0.158
H (2.79832, 1.76605, -0.32450)  0.418
O (2.11121, 4.40594, -0.59840)  -0.489
C (3.38510, 4.12581, -1.12423)  -0.803
H (3.75796, 5.07191, -1.51367)  0.242
H (3.33302, 3.39498, -1.93802)  0.323
H (4.06786, 3.75938, -0.35064)  0.317
H (-0.18041, 4.74864, 0.39069)  0.429
H (-1.62285, 3.03674, 1.44431)  0.445
H (-1.90511, 0.89600, 2.35480)  0.644
C (0.66889, -3.17138, 0.41854)  -1.758
C (1.74163, -2.58940, -0.46961)  0.980
C (1.67121, -2.67936, -1.85261)  -0.491
C (2.63929, -2.08707, -2.64566)  -0.694
C (3.68778, -1.39688, -2.06342)  -0.515
C (3.77558, -1.31694, -0.68355)  -0.580
C (2.81025, -1.91190, 0.10840)  -0.260
H (2.88479, -1.86458, 1.18518)  0.382
H (4.60102, -0.79454, -0.22219)  0.438
H (4.44022, -0.93185, -2.68344)  0.419
H (2.57367, -2.16534, -3.72107)  0.391
H (0.86525, -3.22904, -2.31842)  0.424
H (0.06864, -3.90137, -0.12089)  0.609
H (1.13186, -3.65833, 1.28195)  0.425
C (-1.83583, -2.45112, -0.78794)  -2.130
H (-1.93646, -3.47696, -0.43717)  0.450
H (-2.81101, -2.08389, -1.07965)  0.428
H (-1.19383, -2.43751, -1.66636)  0.224
H (-5.70272, 0.49983, -3.39262)  0.412
H (-5.16960, -1.07778, -2.79576)  0.312
H (-4.02797, -0.02111, -3.63195)  0.296

- net charge = 0
- highest occupied orbital energy (eV) = -8.185
- SMILES = CCOC(=O)C1=C(C)N(Cc2ccccc2)C(=O)N[C@H]1c1ccc(OC)cc1



Entry 7:
One molecule with the formula C25H35N7O3. Source: the Open Molecules 2025 dataset; level of theory: ωB97M-V/def2-TZVPD.

Last column: Mulliken charge in e.
Positions of all 70 atoms, in Å:
C (-2.57204, -2.91626, 6.41970)  -0.820
H (-1.93292, -3.55432, 5.80210)  0.338
O (-1.91957, -1.71638, 6.76289)  -0.462
C (-1.48736, -0.90339, 5.77098)  0.667
C (-1.69820, -1.12037, 4.42077)  -0.174
C (-1.19520, -0.21189, 3.49024)  -0.358
N (-1.39515, -0.40182, 2.15116)  0.272
C (-0.90603, 0.39316, 1.14040)  -0.223
O (-1.17770, 0.12707, -0.02275)  -0.738
C (-0.08112, 1.50886, 1.58100)  0.505
C (0.08298, 1.76153, 2.90086)  -0.589
C (-0.47099, 0.92019, 3.90411)  0.726
C (-0.28166, 1.12449, 5.27838)  -0.967
C (-0.78074, 0.23845, 6.19246)  -0.747
H (-0.63590, 0.37848, 7.25129)  0.452
H (0.27596, 1.98867, 5.60499)  0.449
H (0.68594, 2.60010, 3.22079)  0.406
C (0.58068, 2.32080, 0.50772)  -1.059
N (1.56162, 1.52642, -0.22491)  0.699
C (2.12594, 2.24756, -1.35537)  -1.247
C (1.09590, 2.57732, -2.43861)  -1.175
C (0.25806, 1.35483, -2.81541)  1.430
N (-0.89991, 1.72510, -3.60705)  0.123
C (-1.95257, 0.72561, -3.53285)  -0.137
C (-3.18299, 1.24765, -4.27161)  -0.787
O (-2.89095, 1.53120, -5.62198)  -0.386
C (-1.85037, 2.47466, -5.71046)  -0.762
C (-0.58713, 1.98879, -4.99906)  -0.348
H (0.17799, 2.76455, -5.05778)  0.338
H (-0.21152, 1.08063, -5.50762)  0.304
H (-1.66233, 2.62509, -6.77531)  0.365
H (-2.17033, 3.42524, -5.25673)  0.358
H (-3.97741, 0.49951, -4.28173)  0.377
H (-3.54281, 2.15904, -3.77115)  0.367
H (-2.19436, 0.54910, -2.48366)  0.104
H (-1.63666, -0.22905, -3.99172)  0.217
H (0.89011, 0.61270, -3.33602)  -0.031
H (-0.11789, 0.90444, -1.89585)  -1.205
H (1.64037, 2.95767, -3.30506)  0.583
H (0.42137, 3.36635, -2.10627)  0.344
H (2.89035, 1.60085, -1.79723)  0.538
H (2.61967, 3.18188, -1.03238)  0.367
C (2.58576, 0.98672, 0.65699)  -1.117
C (2.10464, -0.22071, 1.37817)  0.604
N (2.13514, -0.43268, 2.67669)  -0.377
N (1.63068, -1.64260, 2.86950)  -0.777
N (1.30107, -2.18408, 1.76999)  -0.498
N (1.58553, -1.32528, 0.79138)  0.982
C (1.40623, -1.59827, -0.60966)  1.808
C (0.22143, -2.54657, -0.84904)  -0.716
C (0.71016, -3.51839, -1.91878)  -0.722
H (0.14419, -4.44799, -1.92267)  0.431
H (0.63601, -3.06239, -2.90730)  0.255
C (2.17511, -3.72046, -1.54496)  -0.789
H (2.76190, -4.17037, -2.34429)  0.460
H (2.24332, -4.35665, -0.66169)  0.309
C (2.64462, -2.30554, -1.20669)  -0.922
H (2.95749, -1.78624, -2.11307)  0.362
H (3.48247, -2.30504, -0.50889)  0.375
H (-0.66947, -1.99370, -1.13841)  0.258
H (0.01835, -3.08961, 0.07468)  0.397
H (1.24022, -0.62777, -1.07995)  -1.380
H (2.92717, 1.71356, 1.41140)  0.312
H (3.45046, 0.69287, 0.05236)  0.604
H (-0.18279, 2.63321, -0.20665)  0.473
H (1.04758, 3.21570, 0.95605)  0.315
H (-1.92449, -1.21310, 1.85255)  0.253
H (-2.23249, -1.98595, 4.06181)  0.428
H (-2.78097, -3.41834, 7.36283)  0.241
H (-3.51441, -2.72484, 5.89635)  0.314

- net charge = 0
- highest occupied orbital energy (eV) = -8.068
- SMILES = COc1ccc2cc(CN(CCCN3CCOCC3)Cc3nnnn3C3CCCC3)c(=O)[nH]c2c1



Entry 8:
A 2-piece molecular cluster, C3H9NO overall. Source: the Open Molecules 2025 dataset; level of theory: ωB97M-V/def2-TZVPD.

Last column: Mulliken charge in e.
Positions of all 14 atoms, in Å:
C (-2.39951, -0.97087, -0.18622)  -1.046
C (-0.94051, -0.98781, -0.60136)  -0.230
C (-0.18574, 0.10047, -0.53529)  -0.048
N (1.03617, 0.28890, -1.20897)  -0.512
H (-2.56629, -0.66161, 0.85390)  0.283
H (-2.92595, -0.27965, -0.83374)  0.267
H (-2.81221, -1.98327, -0.25925)  0.312
H (-0.62260, -1.89198, -1.10597)  0.257
H (-0.56899, 0.97110, -0.00696)  0.305
H (1.70894, 0.70591, -0.58567)  0.192
H (1.41740, -0.54010, -1.64007)  0.226
H (2.59286, 1.33413, 1.48219)  0.300
H (2.97724, 2.03143, 2.76487)  0.322
O (3.28920, 1.88335, 1.86254)  -0.627

- net charge = 0
- highest occupied orbital energy (eV) = -8.310
- SMILES = C/C=C/N.O